Run one
Density functional theory data (the ωB97M-V functional and the def2-TZVPD basis) for 2 unconnected molecules or ions with the total composition CH3PSi.

spin multiplicity	1
orbital gap	8.15	eV
total charge	0
LUMO level	-0.474	eV
HOMO level	-8.624	eV

Cartesian coordinates (Å):
P -0.636 -1.646 0.522
Si -0.132 0.299 -0.560
C 0.210 -0.316 1.131
H 0.544 0.041 2.145
H -0.901 1.614 -0.821
H 0.916 0.007 -2.417

***

Run two
Density functional theory data (the ωB97M-V functional and the def2-TZVPD basis) for 2 unconnected molecules or ions with the total composition CH3PSi.

spin multiplicity	1
orbital gap (alpha / beta)	7.59 / 7.43	eV
total charge	0
LUMO level (alpha / beta)	-1.149 / -0.986	eV
HOMO level (alpha / beta)	-8.734 / -8.420	eV

Cartesian coordinates (Å):
P -2.483 0.273 0.047
Si -0.255 0.399 0.329
C -1.323 -0.984 -0.008
H -1.394 -1.805 -0.660
H 1.868 0.458 -1.091
H 0.133 1.021 1.730

***

Ranked by calculated energy, most stable first: run one, run two.

***

Run one
Density functional theory data (the ωB97M-V functional and the def2-TZVPD basis) for a molecular structure, CH3NO4S.

spin multiplicity	1
orbital gap (alpha / beta)	8.26 / 8.26	eV
total charge	0
LUMO level (alpha / beta)	-1.642 / -1.643	eV
HOMO level (alpha / beta)	-9.902 / -9.905	eV

Cartesian coordinates (Å):
S 1.583 -1.011 0.034
O 4.202 0.585 0.034
O 1.888 -1.738 1.208
O 1.793 -1.743 -1.224
O 2.374 1.834 -0.032
N 3.033 0.828 -0.030
C -0.077 -0.157 -0.037
H -0.082 0.886 -0.168
H -0.780 -0.556 -0.762
H -0.399 -0.103 0.950

***

Run two
Density functional theory data (the ωB97M-V functional and the def2-TZVPD basis) for CH3NO4S in the gas phase.

spin multiplicity	1
orbital gap	10.82	eV
total charge	0
LUMO level	0.227	eV
HOMO level	-10.591	eV

Cartesian coordinates (Å):
S 0.179 1.352 -0.451
O -1.027 -0.812 0.992
O -2.505 -1.249 -0.436
O 0.023 1.948 0.847
O -1.088 0.248 -0.942
N -1.574 -0.654 -0.034
C 1.367 0.016 -0.121
H 1.105 -0.868 -0.725
H 2.354 0.262 -0.155
H 1.166 -0.245 1.026

***

Ranked by calculated energy, most stable first: run one, run two.

***

Run one
Density functional theory data (the ωB97M-V functional and the def2-TZVPD basis) for 2 unconnected molecules or ions with the total composition CCl2FNO.

spin multiplicity	1
orbital gap (alpha / beta)	5.65 / 5.65	eV
total charge	0
LUMO level (alpha / beta)	-1.698 / -1.687	eV
HOMO level (alpha / beta)	-7.348 / -7.342	eV

Cartesian coordinates (Å):
Cl -0.330 1.596 1.601
Cl -1.967 -0.077 -0.457
F 0.015 1.224 -1.042
O 1.309 -2.091 -0.513
N 1.495 -1.353 0.357
C -0.522 0.701 0.053

***

Run two
Density functional theory data (the ωB97M-V functional and the def2-TZVPD basis) for 3 unconnected molecules or ions with the total composition CCl2FNO.

spin multiplicity	1
orbital gap (alpha / beta)	4.95 / 4.96	eV
total charge	0
LUMO level (alpha / beta)	-5.262 / -5.257	eV
HOMO level (alpha / beta)	-10.216 / -10.216	eV

Cartesian coordinates (Å):
Cl -1.305 1.976 -0.590
Cl 2.391 -0.410 -1.869
F 0.282 -1.125 -1.855
O 0.058 -0.566 1.449
N -0.658 1.606 0.896
C -0.287 0.447 1.083

***

Ranked by calculated energy, most stable first: run one, run two.

***

Run one
Density functional theory data (the ωB97M-V functional and the def2-TZVPD basis) for 2 unconnected molecules or ions with the total composition CH4O2S2.

spin multiplicity	1
orbital gap	9.47	eV
total charge	0
LUMO level	-0.234	eV
HOMO level	-9.702	eV
SMILES string	C=O.SOS

Cartesian coordinates (Å):
S -1.198 1.062 -1.278
S -3.095 0.218 0.783
O 4.086 0.053 0.612
O -1.652 0.031 -0.002
C 2.952 -0.320 0.644
H -3.841 -0.527 -0.115
H -2.000 0.623 -2.157
H 2.330 -0.618 -0.142
H 2.417 -0.520 1.656

***

Run two
Density functional theory data (the ωB97M-V functional and the def2-TZVPD basis) for CH4O2S2 in the gas phase.

spin multiplicity	1
orbital gap	10.08	eV
total charge	0
LUMO level	-0.154	eV
HOMO level	-10.232	eV
SMILES string	CS[SH](=O)=O

Cartesian coordinates (Å):
S -2.267 -0.150 0.114
S -0.995 1.314 -0.747
O -3.526 0.352 0.363
O -2.078 -1.411 -0.577
C 0.548 0.273 -0.142
H 0.731 0.389 0.952
H -1.536 -0.427 1.479
H 0.272 -0.770 -0.279
H 1.466 0.526 -0.716

***

Ranked by calculated energy, most stable first: run two, run one.

***

Run one
Density functional theory data (the ωB97M-V functional and the def2-TZVPD basis) for C3H3NS2 in the gas phase.

spin multiplicity	1
orbital gap (alpha / beta)	7.82 / 7.82	eV
total charge	0
LUMO level (alpha / beta)	-1.002 / -1.002	eV
HOMO level (alpha / beta)	-8.824 / -8.823	eV

Cartesian coordinates (Å):
S 0.557 -0.467 -1.795
S 1.311 0.353 0.227
N 0.593 -2.994 1.837
C -0.408 0.467 0.910
C 0.568 -0.446 1.444
C 0.443 -1.865 1.658
H -0.401 1.427 1.479
H -1.102 0.048 0.185
H 1.884 -0.489 -1.932

***

Run two
Density functional theory data (the ωB97M-V functional and the def2-TZVPD basis) for C3H3NS2 in the gas phase.

spin multiplicity	1
orbital gap	7.96	eV
total charge	0
LUMO level	-0.860	eV
HOMO level	-8.816	eV
SMILES string	C=C=NC(=S)S

Cartesian coordinates (Å):
S 2.113 1.539 0.102
S 2.279 -1.420 0.184
N 0.124 0.085 -0.371
C -2.326 -0.307 -0.021
C 1.349 -0.073 0.119
C -1.061 -0.226 -0.153
H -2.990 -1.111 -0.482
H 3.390 1.135 -0.077
H -2.877 0.377 0.699

***

Ranked by calculated energy, most stable first: run two, run one.

***

Run one
Density functional theory data (the ωB97M-V functional and the def2-TZVPD basis) for 2 unconnected molecules or ions with the total composition C3H3NS2.

spin multiplicity	1
orbital gap	9.75	eV
total charge	0
LUMO level	-0.390	eV
HOMO level	-10.143	eV
SMILES string	N#CSS.C#C

Cartesian coordinates (Å):
S -2.427 1.255 -3.078
S -2.429 -0.468 -1.952
N -1.840 0.658 0.578
C -2.084 0.189 -0.438
C 0.784 -0.008 1.585
C 1.118 -1.137 1.787
H 1.422 -2.128 1.958
H 0.497 0.984 1.407
H -1.151 1.201 -3.488

***

Run two
Density functional theory data (the ωB97M-V functional and the def2-TZVPD basis) for C3H3NS2 in the gas phase.

spin multiplicity	1
orbital gap	8.75	eV
total charge	0
LUMO level	-0.065	eV
HOMO level	-8.818	eV
SMILES string	C#CC(=S)NS

Cartesian coordinates (Å):
S 1.757 0.339 1.065
S 1.335 0.989 -2.119
N 0.170 0.332 -1.026
C 0.364 0.049 0.263
C -0.787 -0.512 0.925
C -1.778 -0.977 1.450
H -2.617 -1.356 2.007
H -0.712 0.069 -1.427
H 2.269 1.066 -1.139

***

Ranked by calculated energy, most stable first: run two, run one.